Entry 1:
Molecular formula: C5H29NO11
Method: DFT, ωB97M-V with the def2-TZVPD basis set

Structure (XYZ):
```
46
Properties=species:S:1:pos:R:3:forces:R:3:nbo_charge:R:1
C 0.687973 0.249926 -3.536120 1.064 -1.831 -0.674 -0.45
N 0.900074 0.668175 -2.130978 -2.769 -0.747 -0.312 -0.62
C -0.377038 0.704849 -1.240320 2.533 0.529 -2.073 -0.17
C -0.972285 2.124133 -1.426984 -1.364 -2.825 0.548 0.45
O -1.185901 2.913321 -0.565526 0.565 1.199 1.756 -0.55
C 0.157120 0.465077 0.134520 0.540 1.725 1.663 0.05
C 1.303653 -0.510454 0.291144 0.830 1.029 3.108 -0.65
O -1.023604 0.230722 0.837433 -4.208 -0.345 -3.308 -0.78
H 0.201092 0.959135 -4.223703 0.524 0.206 0.228 0.18
H 0.057728 -0.683654 -3.669998 0.551 0.945 0.875 0.22
H 1.716375 -0.134748 -3.932743 -1.723 1.183 0.414 0.21
H 1.272197 1.600334 -2.071077 0.690 0.060 -0.324 0.38
H -1.098529 -0.143008 -1.513440 0.946 1.387 0.160 0.22
H -1.469280 2.332296 -2.333527 0.013 0.060 -2.167 0.12
H 0.260326 1.346144 0.810245 2.391 0.760 -1.965 0.21
H 1.365844 -0.860511 1.397926 0.027 0.995 -1.729 0.22
H 1.310038 -1.369146 -0.267841 -0.892 -2.241 -1.641 0.22
H 2.303261 -0.132828 -0.004263 -0.777 0.568 0.481 0.26
H -0.963217 -0.198577 1.608721 1.151 -2.764 4.788 0.49
O 1.223093 -3.289439 1.465558 1.086 -1.630 -2.830 -0.93
H 0.574321 -2.638451 1.481847 -1.217 1.571 0.414 0.46
H 1.517576 -3.474631 2.314603 0.598 -0.299 2.457 0.48
O -0.844541 -1.692447 2.952189 1.654 3.300 1.790 -0.95
H -0.995968 -2.188751 2.215071 -1.309 -2.592 -2.691 0.47
H -1.283925 -2.025608 3.706176 -0.797 -0.817 0.915 0.49
O -0.660185 -4.479522 -0.463473 -2.430 -2.444 0.012 -0.96
H 0.092045 -3.979812 -0.613741 1.947 1.892 -0.053 0.48
H -1.445275 -3.974564 -0.240175 0.352 0.615 -0.092 0.49
O -1.505423 -2.681273 -3.366789 0.948 -1.814 0.481 -0.94
H -1.112651 -3.460405 -2.872246 -0.700 1.133 -0.930 0.48
H -1.664712 -2.074180 -2.655348 -0.338 0.563 0.592 0.46
O 2.837488 2.810811 -1.520504 3.154 -0.835 0.713 -0.97
H 2.065080 3.164435 -1.115171 -0.931 0.988 0.936 0.49
H 3.550057 2.812562 -0.794081 -1.804 -0.015 -1.752 0.47
O 1.114661 4.273709 -0.101417 3.200 0.787 -1.741 -0.93
H 1.495555 4.316338 0.746854 1.130 0.231 1.562 0.47
H 0.246672 4.138462 0.078303 -4.491 -0.748 0.456 0.49
O -1.300985 1.702159 3.172290 -0.693 0.440 2.154 -0.96
H -1.403434 1.323058 2.322090 -0.221 -0.361 -1.626 0.48
H -2.084681 1.400885 3.672851 0.614 0.366 -0.356 0.47
O 1.472691 1.570081 3.679812 1.527 1.687 -1.918 -0.94
H 1.080681 2.298990 3.138745 0.442 -1.013 0.782 0.47
H 0.754654 1.278476 4.184176 -1.820 -0.705 1.077 0.47
O -2.519396 -1.901799 -0.011270 -3.773 -2.051 -0.394 -0.97
H -3.489393 -1.675416 0.172285 1.729 -1.046 -0.628 0.48
H -2.159834 -1.114857 0.287898 2.050 2.905 0.843 0.48
```
Forces are in eV/Å.

Computed properties:
- F_max (eV Å⁻¹) = 5.6
- highest occupied orbital energy (eV) = -9.10
- orbital gap (hartree) = 0.3278

Entry 2:
Molecular formula: C5H2Br2N2S2Sc
Method: DFT, ωB97M-V with the def2-TZVPD basis set

Structure (XYZ):
```
14
Properties=species:S:1:pos:R:3:forces:R:3:nbo_charge:R:1
Sc -0.090110 -0.297458 1.076158 -0.251 -0.081 -0.052 1.27
S 1.960667 0.462956 0.412208 0.383 0.054 0.076 -0.10
C 1.055996 0.446483 -1.117504 -0.033 0.032 -0.200 -0.25
S -0.639002 -0.087064 -1.142479 -0.064 0.051 -0.050 -0.09
C 1.658926 0.839411 -2.265614 -0.086 -0.095 0.359 -0.29
C 3.020368 1.277553 -2.253551 0.047 0.074 -0.156 0.24
N 4.109714 1.640286 -2.238577 0.012 -0.024 0.046 -0.21
C 0.939030 0.823630 -3.500287 -0.018 0.004 -0.093 0.24
N 0.318944 0.790319 -4.466240 0.010 0.008 -0.011 -0.21
Br -1.346195 0.204331 3.549321 -0.006 0.015 -0.049 0.18
C -2.619620 -1.233881 3.214667 -0.061 0.010 0.123 -0.50
Br -2.243303 -2.142225 1.552896 0.070 -0.027 0.032 0.20
H -3.602469 -0.783578 3.149830 0.006 -0.018 -0.014 0.27
H -2.522947 -1.940762 4.029172 -0.008 -0.004 -0.013 0.27
```
Forces are in eV/Å.

Computed properties:
- F_max (eV Å⁻¹) = 0.4
- highest occupied orbital energy (eV) = -12.53
- charge = +1
- orbital gap (hartree) = 0.2610